Below is C6H11N in the gas phase, with properties calculated with ωB97M-V with the def2-TZVPD basis set.

Geometry as XYZ:
```
18
Properties=species:S:1:pos:R:3
C -0.275 -2.718 -0.228
C -0.171 -1.517 0.817
C -0.882 -0.190 0.740
C -0.018 0.857 0.111
C -0.304 2.157 0.109
N 0.701 3.085 -0.296
C 1.399 2.891 -1.291
H -0.652 -2.430 -1.237
H 0.694 -3.274 -0.396
H -0.950 -3.502 0.177
H -0.539 -2.167 1.657
H 0.903 -1.422 0.836
H -1.907 -0.454 0.446
H -1.349 0.077 1.743
H 0.978 0.507 -0.095
H -1.186 2.493 0.474
H 1.429 1.947 -1.973
H 2.128 3.659 -1.592
```

Energy above the lowest of the compared OMol25 structures with the same formula, charge and spin = 68.1 kcal per mole
Gap between HOMO and LUMO = 0.3618 hartree
HOMO energy = -8.9 eV
LUMO level = 1.0 eV



Below is a 2-piece molecular cluster, C6H11N overall, with properties calculated with ωB97M-V with the def2-TZVPD basis set.

Geometry as XYZ:
```
18
Properties=species:S:1:pos:R:3
C 1.346 -0.555 0.961
C 0.556 0.638 0.535
C 0.810 1.625 -0.578
C -0.095 -0.715 0.478
C -1.478 -0.764 1.129
C -0.626 -0.657 -2.335
N -1.771 -0.525 -2.351
H 0.435 -0.777 -2.271
H 1.686 -0.692 1.981
H 2.089 -0.877 0.224
H 0.130 1.150 1.397
H 1.347 2.490 -0.176
H -0.154 1.986 -0.960
H 1.390 1.240 -1.425
H -0.093 -1.327 -0.408
H -2.062 -1.637 0.817
H -1.474 -0.715 2.219
H -2.037 0.112 0.764
```

Energy above the lowest of the compared OMol25 structures with the same formula, charge and spin = 54.5 kcal per mole
Gap between HOMO and LUMO = 0.3932 hartree
HOMO energy = -9.8 eV
LUMO level = 0.9 eV



Below is C6H11N in the gas phase, with properties calculated with ωB97M-V with the def2-TZVPD basis set.

Geometry as XYZ:
```
18
Properties=species:S:1:pos:R:3
C 1.799 0.014 1.648
C 0.678 -0.877 1.147
N -2.428 -0.349 -0.946
C -1.402 -0.834 -0.138
C -0.192 -0.279 0.045
C 0.324 0.865 -0.714
C -0.057 1.237 -1.936
H 1.495 1.005 2.003
H 2.534 0.248 0.865
H 2.412 -0.473 2.408
H 0.107 -1.284 1.987
H 1.161 -1.783 0.769
H -3.363 -0.381 -0.590
H -2.217 0.446 -1.527
H -1.694 -1.798 0.268
H 0.923 1.543 -0.118
H 0.500 2.003 -2.452
H -0.580 0.698 -2.720
```

Energy above the lowest of the compared OMol25 structures with the same formula, charge and spin = 36.1 kcal per mole
Gap between HOMO and LUMO = 0.3207 hartree
HOMO energy = -7.6 eV
LUMO level = 1.1 eV



Below is an isolated ion of composition C6H11N2 and charge +1, with properties calculated with ωB97M-V with the def2-TZVPD basis set.

Geometry as XYZ:
```
19
Properties=species:S:1:pos:R:3
C -1.236 1.443 -0.029
C 0.094 1.781 -0.129
C -2.031 0.145 -0.013
C 1.051 -1.490 -0.201
C 1.690 -0.238 0.466
C -0.421 -1.746 -0.210
N -1.071 -0.867 0.442
N 1.303 1.140 0.036
H -1.851 2.242 0.014
H 0.327 2.761 -0.411
H -2.765 0.337 0.788
H -2.559 0.107 -0.898
H 1.035 -1.404 -1.291
H 1.580 -2.526 -0.074
H 1.563 -0.183 1.512
H 2.808 -0.483 0.296
H -0.931 -2.299 -1.128
H -0.618 -0.395 1.280
H 2.030 1.674 -0.448
```

Charge = +1
Energy above the lowest of the compared OMol25 structures with the same formula, charge and spin = 96.9 kcal per mole
Gap between HOMO and LUMO = 0.2722 hartree
HOMO energy = -12.1 eV
LUMO level = -4.7 eV



Below is C6H11N2O as an isolated structure, with properties calculated with ωB97M-V with the def2-TZVPD basis set.

Geometry as XYZ:
```
20
Properties=species:S:1:pos:R:3
C 1.520 1.202 0.501
C 1.844 0.121 -1.162
C -1.193 0.489 1.317
C -1.338 -0.021 -1.213
C -0.349 -1.752 0.397
C -0.544 -0.241 0.143
N 0.710 0.334 -0.120
N 2.611 0.989 -0.362
O 1.945 -0.401 -2.191
H 1.407 1.558 1.435
H -0.761 1.552 1.585
H -2.254 0.726 1.054
H -1.217 -0.214 2.179
H -2.303 -0.617 -1.158
H -0.755 -0.147 -2.021
H -1.589 1.043 -1.100
H 0.016 -2.027 1.392
H -1.386 -2.140 0.282
H 0.339 -2.133 -0.400
H 3.298 1.679 -0.558
```

Charge = +1
Energy above the lowest of the compared OMol25 structures with the same formula, charge and spin = 69.1 kcal per mole
Gap between HOMO and LUMO = 0.3420 hartree
HOMO energy = -15.0 eV
LUMO level = -5.7 eV



Below is an isolated ion of composition C6H11N2O and charge +1, with properties calculated with ωB97M-V with the def2-TZVPD basis set.

Geometry as XYZ:
```
20
Properties=species:S:1:pos:R:3
C 1.168 -0.492 -0.200
C 2.148 -0.634 0.904
C 0.028 -0.361 -2.117
C -1.014 0.055 -1.063
C -1.012 -0.591 1.234
C -0.023 1.520 0.645
N 1.263 -0.668 -1.424
N -0.251 0.069 0.228
O 3.339 -0.733 0.796
H 1.567 -0.765 1.930
H -0.416 -1.336 -2.542
H 0.165 0.296 -2.859
H -1.578 0.999 -1.296
H -1.766 -0.648 -1.100
H -1.963 0.021 1.287
H -1.030 -1.662 0.968
H -0.531 -0.435 2.205
H -0.913 1.927 1.285
H 0.747 1.457 1.471
H 0.073 1.979 -0.352
```

Charge = +1
Energy above the lowest of the compared OMol25 structures with the same formula, charge and spin = 86.6 kcal per mole
Gap between HOMO and LUMO = 0.3617 hartree
HOMO energy = -14.7 eV
LUMO level = -4.9 eV



Below is an isolated ion of composition C6H11N2O and charge +1, with properties calculated with ωB97M-V with the def2-TZVPD basis set.

Geometry as XYZ:
```
20
Properties=species:S:1:pos:R:3
C -1.347 -1.232 1.061
C -0.449 -2.003 0.248
C -1.620 0.070 0.937
C 0.443 -1.421 -0.547
C 0.390 0.843 -0.366
C 1.185 1.171 0.855
N 0.758 1.446 -1.547
N -1.088 0.909 -0.155
O 1.391 -1.791 -1.362
H -1.846 -1.759 1.859
H -0.504 -3.083 0.337
H -2.287 0.583 1.606
H 0.787 0.655 1.723
H 1.175 2.246 1.048
H 2.218 0.862 0.720
H 0.410 1.053 -2.411
H 1.737 1.688 -1.610
H -1.537 0.629 -1.039
H -1.360 1.886 0.027
H 1.544 -2.750 -1.383
```

Charge = +1
Energy above the lowest of the compared OMol25 structures with the same formula, charge and spin = 82.7 kcal per mole
Gap between HOMO and LUMO = 0.3431 hartree
HOMO energy = -12.6 eV
LUMO level = -3.2 eV



Below is an isolated ion of composition C6H11N2O2S and charge +1, with properties calculated with ωB97M-V with the def2-TZVPD basis set.

Geometry as XYZ:
```
22
Properties=species:S:1:pos:R:3
C 3.470 1.309 0.181
C 1.388 0.681 0.463
C -0.185 0.911 0.427
C 3.604 0.154 -0.736
C -1.120 -1.183 1.206
C -2.189 0.038 -0.625
N 2.325 1.584 0.691
N -0.918 -0.268 0.055
O 2.443 -1.805 0.786
O 1.239 -1.233 -1.268
S 2.132 -0.829 -0.198
H 4.315 1.927 0.458
H -0.634 1.865 0.604
H 3.417 0.399 -1.780
H 4.546 -0.377 -0.626
H -1.714 -0.688 1.975
H -1.637 -2.082 0.875
H -0.156 -1.468 1.623
H -2.867 0.558 0.049
H -2.002 0.661 -1.498
H -2.655 -0.889 -0.952
H -0.294 -0.785 -0.624
```

Charge = +1
Energy above the lowest of the compared OMol25 structures with the same formula, charge and spin = 49.8 kcal per mole
Gap between HOMO and LUMO (alpha / beta) = 0.2998 / 0.2996 hartree
HOMO energy (alpha / beta) = -13.3 / -13.3 eV
LUMO level (alpha / beta) = -5.1 / -5.1 eV



Number 1: largest force on an atom 4.60 eV/Å, energy -7887.58003 eV. Number 2: largest force on an atom 1.09 eV/Å, energy -7888.16859 eV. Number 3: largest force on an atom 1.79 eV/Å, energy -7888.96678 eV. Number 4: largest force on an atom 3.96 eV/Å, energy -9370.53403 eV. Number 5: largest force on an atom 7.07 eV/Å, energy -11419.17055 eV. Number 6: largest force on an atom 4.98 eV/Å, energy -11418.41315 eV. Number 7: largest force on an atom 4.27 eV/Å, energy -11418.57844 eV. Number 8: largest force on an atom 8.55 eV/Å, energy -24300.72693 eV.